Below is an isolated molecule of C3H7N3O2 in a non-equilibrium geometry, with properties calculated with the ωB97M-V functional and the def2-TZVPD basis.

Calculated values
SMILES: [H]/N=C(\ON=C)N(C)O
E_LUMO (eV): 0.1727
Energy above the lowest of the compared OMol25 structures with the same formula, charge and spin (kJ/mol): 667.9
Total charge: 0

Atoms and positions in Å:
H1 0.23 -1.70 -1.21
N1 0.40 -0.73 -1.45
C1 0.02 -0.01 -0.45
O1 -0.53 -0.45 0.65
N2 -0.67 -1.81 0.63
C2 -1.64 -2.20 1.53
N3 0.21 1.31 -0.37
C3 1.20 1.67 -1.41
O2 0.64 1.87 0.80
H2 -2.01 -3.17 1.58
H3 -2.31 -1.43 2.09
H4 2.18 1.06 -1.26
H5 1.55 2.73 -1.21
H6 0.96 1.55 -2.51
H7 1.48 1.37 1.18

***

Below is a cluster of 2 separate species, C5H15NO in total in a non-equilibrium geometry, with properties calculated with the ωB97M-V functional and the def2-TZVPD basis.

Calculated values
SMILES: CCCN(C)C.O
E_LUMO (eV): 0.9622
Energy above the lowest of the compared OMol25 structures with the same formula, charge and spin (kJ/mol): 301.2
Total charge: 0

Atoms and positions in Å:
C1 0.88 -1.50 0.38
C2 -0.54 -1.06 0.05
C3 -0.97 0.23 0.69
N1 -0.24 1.47 0.11
C4 -1.15 2.44 -0.55
C5 0.66 2.05 1.13
H1 0.91 -1.66 1.49
H2 1.01 -2.45 -0.31
H3 1.58 -0.86 -0.08
H4 -1.31 -1.77 0.15
H5 -0.78 -1.04 -1.08
H6 -0.72 0.01 1.72
H7 -2.05 0.31 0.50
H8 -0.72 3.42 -0.72
H9 -2.01 2.76 -0.01
H10 -1.23 2.05 -1.55
H11 1.47 2.48 0.66
H12 0.02 2.45 1.92
H13 1.24 1.21 1.51
O1 1.17 -3.32 -2.33
H14 1.31 -2.99 -1.49
H15 1.46 -4.21 -2.19

***

Below is a structure of composition C30H36AuN5, with properties calculated with the ωB97M-V functional and the def2-TZVPD basis.

Calculated values
E_LUMO (alpha / beta) (eV): -6.8053 / -6.8085
Energy above the lowest of the compared OMol25 structures with the same formula, charge and spin (kJ/mol): 0.0
Total charge: +2

Atoms and positions in Å:
Au1 -0.57 -0.83 0.18
C1 -2.83 -0.72 1.92
N1 -1.47 -1.31 2.12
C2 -0.83 -0.84 3.37
C3 -0.04 0.46 3.30
C4 0.22 1.13 4.48
C5 0.97 2.30 4.43
C6 1.40 2.75 3.19
C7 1.09 2.01 2.07
N2 0.39 0.87 2.12
C8 -1.48 -2.80 2.08
C9 -0.16 -3.33 1.56
C10 0.42 -4.49 2.01
C11 1.58 -4.95 1.39
C12 2.12 -4.23 0.34
C13 1.50 -3.06 -0.06
N3 0.39 -2.63 0.54
C14 -2.75 0.64 1.27
C15 -3.57 1.68 1.64
C16 -3.48 2.89 0.96
C17 -2.55 3.02 -0.06
C18 -1.74 1.94 -0.37
N4 -1.86 0.78 0.26
H1 -3.37 -0.67 2.86
H2 -3.38 -1.38 1.25
H3 -0.16 -1.63 3.72
H4 -1.61 -0.73 4.13
H5 -0.14 0.75 5.43
H6 1.19 2.85 5.33
H7 1.98 3.67 3.10
H8 1.42 2.33 1.08
H9 -2.26 -3.12 1.39
H10 -1.71 -3.22 3.06
H11 -0.03 -5.04 2.82
H12 2.05 -5.86 1.73
H13 3.02 -4.56 -0.16
H14 1.85 -2.45 -0.88
H15 -4.27 1.55 2.45
H16 -4.11 3.72 1.23
H17 -2.43 3.95 -0.61
H18 -0.97 2.00 -1.13
C19 1.20 3.72 -3.74
C20 1.51 2.63 -2.76
C21 2.62 2.70 -1.93
C22 2.95 1.68 -1.05
C23 4.18 1.76 -0.18
C24 2.12 0.57 -0.99
C25 0.98 0.46 -1.81
C26 0.69 1.50 -2.69
N5 0.27 -0.76 -1.66
C27 -0.65 -1.25 -2.74
C28 -1.00 -2.70 -2.41
C29 0.16 -1.28 -4.05
C30 -1.97 -0.49 -2.91
H19 1.91 4.54 -3.66
H20 0.19 4.12 -3.59
H21 1.24 3.35 -4.77
H22 3.27 3.57 -2.00
H23 4.73 2.67 -0.37
H24 4.84 0.91 -0.38
H25 3.92 1.72 0.88
H26 2.37 -0.25 -0.33
H27 -0.16 1.44 -3.35
H28 -0.11 -3.33 -2.34
H29 -1.63 -3.11 -3.20
H30 -1.57 -2.78 -1.48
H31 1.15 -1.71 -3.88
H32 0.29 -0.29 -4.49
H33 -0.36 -1.90 -4.77
H34 -2.59 -0.60 -2.02
H35 -2.52 -0.91 -3.75
H36 -1.84 0.58 -3.11

***

Below is an isolated molecule of C3HN2PS in a non-equilibrium geometry, with properties calculated with the ωB97M-V functional and the def2-TZVPD basis.

Calculated values
SMILES: N#CC(C#N)P=S
E_LUMO (eV): -2.4392
Energy above the lowest of the compared OMol25 structures with the same formula, charge and spin (kJ/mol): 112.2
Total charge: 0

Atoms and positions in Å:
N1 -1.22 1.66 -1.16
C1 -0.93 0.84 -0.42
C2 -0.44 -0.28 0.27
C3 0.66 0.36 0.88
N2 1.56 0.91 1.27
P1 -0.05 -1.82 -0.71
S1 1.69 -1.31 -1.37
H1 -1.27 -0.35 1.24

***

Below is a structure of composition C4H6N2O3SbSe4Ti in a non-equilibrium geometry, with properties calculated with the ωB97M-V functional and the def2-TZVPD basis.

Calculated values
E_LUMO (alpha / beta) (eV): 0.9878 / 0.9886
Total charge: -1

Atoms and positions in Å:
Ti1 -0.63 0.03 0.37
N1 0.89 -1.30 1.03
C1 2.28 -0.96 0.58
C2 2.09 -0.33 -0.86
O1 2.79 -0.61 -1.83
N2 0.92 0.31 -0.85
C3 0.32 0.58 -2.14
C4 -1.09 -0.01 -2.25
O2 -1.85 0.23 -3.18
O3 -1.46 -0.77 -1.14
H1 0.78 -1.55 2.07
H2 0.56 -2.09 0.45
H3 3.02 -1.86 0.56
H4 2.71 -0.10 1.18
H5 0.96 0.30 -2.96
H6 0.16 1.67 -2.28
Se1 -4.58 -0.03 2.37
Sb1 -2.61 1.29 2.27
Se2 -1.92 2.14 -0.10
Se3 -0.80 -0.19 3.14
Se4 -2.54 3.23 3.57

***

Below is a structure of composition C63H58N8O2RbS2Sb, with properties calculated with the ωB97M-V functional and the def2-TZVPD basis.

Calculated values
E_LUMO (eV): -0.1473
Energy above the lowest of the compared OMol25 structures with the same formula, charge and spin (kJ/mol): 51.6
Total charge: 0

Atoms and positions in Å:
Rb1 0.59 0.94 0.30
C1 -3.13 7.44 -1.56
C2 -2.30 6.36 -0.93
C3 -0.94 6.38 -0.93
C4 -0.15 5.39 -0.26
C5 1.20 5.31 -0.62
N1 2.21 4.73 -0.02
C6 2.42 4.46 1.40
C7 2.86 3.03 1.62
C8 3.51 2.74 2.96
N2 2.86 3.39 4.11
C9 2.10 2.92 5.09
C10 1.33 1.78 5.29
C11 0.79 1.63 6.62
C12 -0.09 0.67 6.96
C13 -0.60 0.47 8.36
C14 -0.60 -0.14 5.89
C15 -0.19 -0.04 4.60
C16 -0.97 -0.78 3.59
N3 -0.99 -0.53 2.36
C17 -2.00 -1.20 1.57
C18 -3.26 -0.32 1.43
C19 -3.32 0.60 0.22
N4 -2.42 1.74 0.30
C20 -2.96 2.89 0.31
C21 -2.24 4.16 0.17
C22 -2.92 5.20 -0.39
C23 -0.80 4.29 0.44
O1 -0.18 3.44 1.09
C24 0.92 0.85 4.24
O2 1.45 0.80 3.13
H1 -2.50 8.21 -2.01
H2 -3.78 7.93 -0.83
H3 -3.78 7.03 -2.34
H4 -0.42 7.18 -1.44
H5 1.46 5.74 -1.59
H6 3.03 4.56 -0.60
H7 1.49 4.67 1.93
H8 3.19 5.17 1.73
H9 3.58 2.75 0.85
H10 1.99 2.39 1.51
H11 4.54 3.11 2.97
H12 3.53 1.67 3.13
H13 3.18 4.33 4.27
H14 2.06 3.62 5.92
H15 1.14 2.32 7.38
H16 -0.28 1.29 9.00
H17 -0.23 -0.46 8.79
H18 -1.69 0.43 8.39
H19 -1.39 -0.85 6.12
H20 -1.64 -1.54 4.02
H21 -2.30 -2.15 2.05
H22 -1.59 -1.43 0.58
H23 -3.36 0.28 2.34
H24 -4.13 -0.98 1.38
H25 -4.36 0.93 0.07
H26 -3.02 0.03 -0.67
H27 -4.06 2.98 0.28
H28 -3.99 5.08 -0.53
C25 4.84 -0.84 2.45
C26 3.63 -0.80 1.73
N5 3.48 -0.15 0.61
C27 4.53 0.55 0.11
C28 5.79 0.58 0.75
C29 5.91 -0.15 1.96
C30 6.86 1.31 0.20
C31 6.66 1.99 -0.97
C32 5.42 1.98 -1.63
C33 4.31 1.30 -1.12
N6 3.05 1.38 -1.62
C34 2.82 1.44 -2.94
C35 3.65 0.89 -3.93
C36 3.28 0.86 -5.28
C37 2.09 1.37 -5.72
C38 1.22 1.95 -4.78
C39 -0.03 2.49 -5.16
C40 -0.85 3.05 -4.22
C41 -0.41 3.08 -2.89
N7 0.74 2.60 -2.49
C42 1.56 2.01 -3.41
H29 4.91 -1.41 3.37
H30 2.76 -1.33 2.11
H31 6.86 -0.15 2.47
H32 7.82 1.32 0.70
H33 7.47 2.55 -1.41
H34 5.30 2.54 -2.55
H35 4.59 0.46 -3.62
H36 3.97 0.40 -5.99
H37 1.81 1.33 -6.77
H38 -0.33 2.45 -6.20
H39 -1.82 3.46 -4.48
H40 -1.04 3.52 -2.13
S1 3.41 -2.82 -1.67
C43 2.89 -3.67 -0.28
C44 1.70 -3.18 0.14
N8 1.19 -2.15 -0.61
C45 1.99 -1.87 -1.60
H41 3.48 -4.47 0.15
H42 1.15 -3.53 0.99
H43 1.82 -1.08 -2.31
S2 -1.78 -1.68 -2.85
Sb1 -2.48 -3.65 -2.08
C46 -1.26 -4.84 -0.83
C47 -0.14 -5.45 -1.40
C48 0.67 -6.27 -0.63
C49 0.36 -6.49 0.71
C50 -0.75 -5.88 1.28
C51 -1.56 -5.05 0.51
C52 -2.89 -5.02 -3.64
C53 -3.07 -4.52 -4.92
C54 -3.41 -5.38 -5.96
C55 -3.55 -6.74 -5.71
C56 -3.36 -7.24 -4.43
C57 -3.03 -6.38 -3.39
C58 -4.33 -3.50 -1.08
C59 -5.08 -2.36 -1.31
C60 -6.34 -2.23 -0.73
C61 -6.83 -3.24 0.09
C62 -6.08 -4.39 0.31
C63 -4.83 -4.53 -0.28
H44 0.11 -5.28 -2.44
H45 1.54 -6.73 -1.07
H46 0.99 -7.13 1.31
H47 -0.98 -6.04 2.32
H48 -2.42 -4.58 0.96
H49 -2.94 -3.46 -5.12
H50 -3.55 -4.99 -6.96
H51 -3.81 -7.41 -6.52
H52 -3.47 -8.30 -4.24
H53 -2.88 -6.78 -2.40
H54 -4.69 -1.57 -1.94
H55 -6.93 -1.34 -0.91
H56 -7.81 -3.14 0.55
H57 -6.48 -5.18 0.93
H58 -4.26 -5.43 -0.11

***

Below is a cluster of 2 separate species, C7H14BrNO2 in total in a non-equilibrium geometry, with properties calculated with the ωB97M-V functional and the def2-TZVPD basis.

Calculated values
E_LUMO (alpha / beta) (eV): -1.0773 / -1.0875
Energy above the lowest of the compared OMol25 structures with the same formula, charge and spin (kJ/mol): 328.1
Total charge: 0

Atoms and positions in Å:
C1 -1.51 3.00 -0.57
C2 2.09 -0.56 0.24
C3 0.24 -2.26 0.85
C4 0.56 -1.60 -1.48
C5 -0.46 1.78 -0.49
C6 0.87 -1.41 -0.11
C7 -0.90 0.55 0.28
N1 -0.90 0.53 1.65
O1 -0.13 1.18 2.33
O2 -1.63 -0.40 2.07
Br1 -2.38 -0.44 -0.36
H1 -2.13 2.97 0.30
H2 -2.12 2.87 -1.49
H3 -0.98 4.00 -0.59
H4 2.79 -1.19 0.80
H5 2.62 -0.15 -0.63
H6 1.80 0.22 0.85
H7 -0.08 -3.22 0.48
H8 -0.60 -1.81 1.35
H9 0.93 -2.51 1.72
H10 0.60 -2.57 -1.82
H11 -0.47 -1.27 -1.90
H12 1.38 -1.16 -2.12
H13 0.42 2.04 0.17
H14 -0.02 1.42 -1.50

***

Below is a cluster of 13 separate species, C50H99Br6N4O24 in total in a non-equilibrium geometry, with properties calculated with the ωB97M-V functional and the def2-TZVPD basis.

Calculated values
E_LUMO (alpha / beta) (eV): -3.4038 / -7.9811
Total charge: +2
Multiplicity: 2

Atoms and positions in Å:
C1 3.00 -0.42 -0.98
C2 1.79 -0.24 -1.89
C3 0.45 -0.95 -1.34
N1 -0.85 -0.51 -2.16
C4 -0.86 -1.34 -3.43
C5 -1.09 0.97 -2.47
C6 -2.63 1.30 -2.37
C7 -3.28 -0.12 -2.06
C8 -2.16 -0.91 -1.33
H1 3.31 -1.47 -0.98
H2 2.83 -0.10 0.04
H3 3.88 0.14 -1.30
H4 2.09 -0.69 -2.84
H5 1.69 0.84 -2.01
H6 0.33 -0.72 -0.28
H7 0.44 -2.04 -1.41
H8 -1.14 -2.37 -3.25
H9 0.16 -1.33 -3.82
H10 -1.62 -1.01 -4.13
H11 -0.79 1.23 -3.49
H12 -0.55 1.61 -1.77
H13 -3.00 1.79 -3.28
H14 -2.75 2.03 -1.57
H15 -3.63 -0.62 -2.96
H16 -4.11 -0.12 -1.36
H17 -2.40 -1.98 -1.27
H18 -1.73 -0.58 -0.39
C9 -2.58 6.07 -1.53
O1 -3.03 5.73 -0.26
C10 -2.92 4.29 -0.06
C11 -2.72 3.94 1.48
N2 -3.94 3.23 1.98
C12 -5.09 4.19 2.20
C13 -5.06 4.99 3.49
O2 -5.13 4.05 4.54
C14 -5.25 4.62 5.81
H19 -2.34 7.13 -1.64
H20 -3.42 5.87 -2.19
H21 -1.65 5.60 -1.85
H22 -1.99 3.99 -0.53
H23 -3.66 3.70 -0.60
H24 -2.37 4.77 2.09
H25 -1.81 3.36 1.55
H26 -3.82 2.88 2.92
H27 -5.99 3.59 2.09
H28 -5.19 4.90 1.38
H29 -5.90 5.66 3.68
H30 -4.19 5.64 3.53
H31 -4.29 4.71 6.31
H32 -5.81 3.83 6.32
H33 -6.00 5.38 6.05
C15 5.18 -0.12 1.74
O3 4.32 0.01 2.83
C16 3.36 -1.04 2.98
C17 2.65 -0.91 4.40
N3 3.37 -1.46 5.51
C18 2.89 -1.22 6.89
C19 4.14 -1.75 7.78
O4 5.09 -0.74 7.99
C20 6.32 -1.41 8.11
H34 6.05 -0.75 1.90
H35 5.58 0.83 1.39
H36 4.83 -0.77 0.94
H37 3.92 -1.95 2.75
H38 2.56 -0.80 2.28
H39 1.69 -1.41 4.50
H40 2.65 0.11 4.79
H41 4.35 -1.31 5.35
H42 1.97 -1.80 7.00
H43 2.75 -0.16 7.12
H44 4.49 -2.62 7.23
H45 3.79 -2.08 8.76
H46 6.47 -1.91 9.06
H47 7.07 -0.62 8.10
H48 6.58 -1.91 7.17
C21 0.22 1.30 2.30
O5 -0.66 0.21 1.98
C22 -1.88 -0.15 2.70
C23 -1.53 -1.02 3.85
N4 -1.09 -0.29 5.05
C24 -1.01 -0.97 6.30
C25 -2.41 -1.41 6.79
O6 -2.48 -1.94 8.03
C26 -1.56 -3.04 8.29
H49 0.87 1.06 3.15
H50 -0.32 2.15 2.72
H51 0.82 1.63 1.46
H52 -2.40 -0.80 2.00
H53 -2.30 0.80 3.02
H54 -0.70 -1.64 3.50
H55 -2.43 -1.58 4.08
H56 -1.65 0.51 5.29
H57 -0.60 -0.30 7.07
H58 -0.45 -1.89 6.13
H59 -3.11 -1.76 6.03
H60 -2.99 -0.50 6.90
H61 -0.53 -2.85 8.56
H62 -1.51 -3.74 7.46
H63 -1.97 -3.62 9.12
Br1 -1.77 -4.12 1.49
C27 -1.90 -5.85 0.57
C28 -2.10 -5.59 -0.95
Br2 -0.39 -4.85 -1.70
H64 -2.77 -6.34 1.01
H65 -1.09 -6.55 0.81
H66 -2.88 -4.91 -1.31
H67 -2.05 -6.53 -1.48
Br3 -5.98 -2.15 -9.48
C29 -5.01 -1.88 -7.81
C30 -5.96 -2.21 -6.69
Br4 -5.66 -1.02 -5.13
H68 -4.82 -0.82 -7.97
H69 -4.01 -2.31 -7.90
H70 -5.77 -3.26 -6.46
H71 -6.96 -2.14 -7.12
Br5 3.17 -5.29 3.17
C31 2.73 -5.96 1.34
C32 3.03 -4.87 0.29
Br6 1.80 -3.31 0.61
H72 1.66 -6.16 1.31
H73 3.28 -6.84 0.99
H74 2.98 -5.26 -0.73
H75 4.01 -4.45 0.53
C33 2.82 5.62 -2.70
C34 1.39 5.51 -3.01
O7 1.01 4.20 -2.73
C35 1.73 3.83 -1.76
O8 1.45 2.91 -0.88
O9 2.88 4.68 -1.64
H76 3.14 6.60 -2.36
H77 3.35 5.30 -3.59
H78 1.12 5.80 -4.02
H79 0.72 6.02 -2.31
C36 -2.84 -6.55 -4.99
C37 -3.96 -6.21 -6.08
O10 -3.95 -4.76 -5.97
C38 -2.78 -4.32 -5.47
O11 -2.42 -3.14 -5.50
O12 -2.09 -5.37 -5.05
H80 -2.38 -7.48 -5.32
H81 -3.26 -6.72 -4.00
H82 -4.90 -6.54 -5.65
H83 -3.88 -6.50 -7.13
C39 3.74 3.03 -7.49
C40 3.18 4.19 -6.82
O13 2.25 3.67 -5.88
C41 2.01 2.33 -6.14
O14 1.00 1.73 -5.69
O15 2.82 2.00 -7.19
H84 4.69 2.66 -7.09
H85 3.81 2.98 -8.58
H86 2.74 4.80 -7.60
H87 3.99 4.83 -6.48
C42 5.91 -3.16 -1.44
C43 6.72 -4.30 -1.88
O16 6.88 -4.91 -0.61
C44 6.73 -4.08 0.45
O17 7.02 -4.22 1.65
O18 6.21 -2.90 -0.09
H88 4.86 -3.08 -1.71
H89 6.31 -2.33 -2.02
H90 7.68 -3.96 -2.28
H91 6.16 -4.85 -2.64
C45 -7.89 2.25 -1.68
C46 -6.62 2.33 -0.82
O19 -5.61 2.53 -1.82
C47 -6.12 2.97 -3.03
O20 -5.55 3.49 -4.03
O21 -7.49 3.04 -2.81
H92 -8.72 2.69 -1.12
H93 -8.19 1.27 -2.05
H94 -6.44 1.32 -0.45
H95 -6.68 3.07 -0.02
C48 6.35 4.01 -1.39
C49 5.57 3.40 -0.30
O22 5.80 2.05 -0.40
C50 6.15 1.76 -1.74
O23 6.24 0.66 -2.16
O24 6.49 2.90 -2.33
H96 7.23 4.47 -0.94
H97 5.82 4.80 -1.92
H98 4.51 3.63 -0.23
H99 6.06 3.84 0.57